1.
Density functional theory data (ωB97M-V with the def2-TZVPD basis set) for the ion C7H7F7NO2S with charge +1 at a distorted geometry.

- relative energy (zero: lowest compared OMol25 entry of this formula, charge and spin) (eV) = 1.145
- highest occupied orbital energy (eV) = -15.26
- net charge = +1
- maximum force (Eh/bohr) = 0.0551

CARTESIAN COORDINATES (ANGSTROEM)
1 H 2.091 0.761 -2.476
2 N 1.843 0.437 -1.543
3 F -3.052 0.399 -1.099
4 F -2.734 -1.462 0.806
5 H 1.238 0.788 1.687
6 C 1.858 1.356 -0.420
7 F -0.961 0.764 -1.190
8 C 1.787 0.443 0.828
9 H 2.025 -1.609 0.453
10 C 1.514 -0.758 -1.320
11 C 1.269 -0.870 0.160
12 F -1.982 -1.910 -1.098
13 C -1.948 0.311 -0.399
14 O -0.231 -1.563 2.178
15 F -1.799 2.496 0.367
16 F -3.349 1.343 1.171
17 S -0.207 -1.713 0.779
18 H 2.680 2.060 -0.490
19 H 0.985 2.010 -0.353
20 H 1.418 -1.535 -2.061
21 F -1.310 1.026 1.799
22 C -1.790 -1.181 -0.044
23 C -2.119 1.292 0.813
24 H 2.826 0.190 1.008
25 O -0.050 -3.078 0.441

Forces on atoms 1 to 2 (eV/Å):
H -0.1 0.0 0.1
N 0.5 1.1 -1.7



2.
Density functional theory data (ωB97M-V with the def2-TZVPD basis set) for a cluster of 4 separate species, CH11N3O3 in total at a distorted geometry.

- relative energy (zero: lowest compared OMol25 entry of this formula, charge and spin) (eV) = 0.927
- highest occupied orbital energy (eV) = -8.88
- net charge = 0
- maximum force (Eh/bohr) = 0.0473

CARTESIAN COORDINATES (ANGSTROEM)
1 H -0.350 1.322 -1.123
2 N 0.586 0.253 0.723
3 H -0.875 -2.416 -0.269
4 H 2.323 -1.062 -0.488
5 N -0.682 -1.616 0.300
6 O -2.947 0.425 1.185
7 C 0.500 -0.933 0.201
8 H 2.136 0.874 -0.052
9 H -1.460 -1.210 0.788
10 O -1.172 1.784 -0.941
11 H 2.898 1.104 -1.406
12 H 1.692 -2.492 0.086
13 H -2.516 0.617 0.331
14 H -3.658 1.073 1.148
15 N 1.496 -1.656 -0.448
16 H 0.112 0.276 1.614
17 O 3.029 0.937 -0.467
18 H -1.110 2.718 -1.181

Forces on atoms 1 to 2 (eV/Å):
H 0.3 0.3 0.2
N 2.3 -0.8 -0.4



3.
Density functional theory data (ωB97M-V with the def2-TZVPD basis set) for the molecule HIP2S at a distorted geometry.

- relative energy (zero: lowest compared OMol25 entry of this formula, charge and spin) (eV) = 1.046
- highest occupied orbital energy (eV) = -8.67
- net charge = 0
- maximum force (Eh/bohr) = 0.0628

CARTESIAN COORDINATES (ANGSTROEM)
1 S 2.167 -1.555 0.126
2 P 0.249 -1.367 0.462
3 P -0.386 0.411 -0.868
4 I -2.424 1.029 0.188
5 H 0.394 1.482 0.092

Forces on atoms 1 to 2 (eV/Å):
S -1.4 0.2 0.1
P 1.1 0.3 -0.4



4.
Density functional theory data (ωB97M-V with the def2-TZVPD basis set) for a structure of composition C50H52GaN4O2P2Si2.

- relative energy (zero: lowest compared OMol25 entry of this formula, charge and spin) (eV) = 0.000
- highest occupied orbital energy (eV) = -4.82
- net charge = -1
- maximum force (Eh/bohr) = 0.0019

CARTESIAN COORDINATES (ANGSTROEM)
1 C 0.607 3.303 -3.427
2 P -0.872 -0.482 1.907
3 H 0.232 4.017 -2.689
4 H -2.190 3.940 3.701
5 H 2.058 0.321 1.734
6 H -0.620 2.332 2.680
7 C -0.502 5.748 0.107
8 C -2.004 0.694 2.730
9 C 4.966 2.707 -1.780
10 H 0.330 1.067 -5.750
11 C -1.037 -4.196 -2.131
12 C 3.030 1.167 -1.411
13 H 4.830 3.011 -0.751
14 H -2.629 3.012 -3.370
15 H -2.720 -0.564 -2.130
16 H -2.395 -2.323 4.938
17 H -2.856 1.442 -4.141
18 C 0.732 -3.844 -3.738
19 N -0.920 -6.849 -4.418
20 C 0.344 -2.200 -1.989
21 H -1.849 -4.806 -1.755
22 C -5.695 0.218 -0.706
23 C -3.280 0.288 3.096
24 H -4.467 3.204 4.346
25 H -5.109 -1.210 -2.200
26 H 0.910 2.698 0.575
27 C -0.317 -4.620 -3.248
28 C -2.183 2.299 -4.069
29 C 4.642 -2.522 0.584
30 N -1.501 -1.916 1.838
31 C 6.099 2.848 -3.895
32 H -0.379 -0.300 -4.871
33 C 2.877 -0.954 4.710
34 H -3.576 -0.733 2.890
35 H 2.760 -3.159 3.163
36 C -4.164 1.186 3.682
37 H 1.522 -0.722 6.291
38 C 5.245 1.886 -4.416
39 C 3.140 -2.368 2.513
40 C 0.572 -0.483 3.035
41 H 5.577 -2.783 0.106
42 C -3.776 2.500 3.898
43 Ga 0.749 -0.488 -1.060
44 C 1.663 -0.737 5.216
45 C -4.780 -0.425 -1.530
46 C -0.704 -2.999 -1.515
47 C -1.712 5.344 -0.437
48 H 5.349 1.568 -5.446
49 H 1.396 5.107 0.885
50 H 1.633 3.046 -3.152
51 H 1.146 -2.470 1.480
52 H -0.337 -4.990 3.954
53 H 4.001 -0.400 2.977
54 C 0.244 0.591 -4.769
55 H 3.574 0.589 -4.011
56 O 2.913 1.561 -0.257
57 H -2.793 -5.519 2.208
58 H -3.508 -4.203 1.259
59 H -2.449 6.081 -0.733
60 C 3.609 -1.873 -0.240
61 H -5.970 1.708 0.815
62 C 5.959 3.258 -2.575
63 H -0.489 -0.470 4.848
64 C 2.054 -1.865 1.523
65 C 1.050 -2.653 -3.107
66 H -3.596 2.332 0.896
67 H -2.922 3.687 -1.050
68 Si -1.726 -3.313 2.738
69 H -1.262 -2.682 -0.637
70 H 3.724 -1.109 5.371
71 C -0.320 0.238 0.460
72 O 2.298 0.267 -1.979
73 H -3.823 -2.794 4.014
74 C -1.980 3.992 -0.611
75 C -5.265 1.213 0.158
76 H 0.442 -3.403 3.990
77 C -3.924 1.569 0.200
78 H 5.190 -3.238 2.482
79 C 4.425 -2.765 1.875
80 H -2.867 -4.025 4.843
81 C -0.654 -5.858 -3.898
82 C -2.497 2.914 3.538
83 C 4.253 1.333 -3.618
84 H 0.518 -4.401 2.528
85 H -6.742 -0.062 -0.735
86 C 3.110 -0.978 3.233
87 C -3.002 0.938 -0.632
88 C 4.110 1.741 -2.297
89 C -1.615 2.012 2.964
90 Si -0.471 1.766 -3.496
91 P -1.206 1.245 -0.578
92 H -1.930 -4.858 0.812
93 H 3.852 -1.618 -1.270
94 H -5.160 0.861 3.958
95 H 6.872 3.281 -4.518
96 H 0.636 3.805 -4.399
97 C 0.481 -0.540 4.365
98 C -2.804 -3.091 4.276
99 H 1.284 -4.180 -4.607
100 C -3.443 -0.066 -1.493
101 H 6.622 4.012 -2.169
102 H 1.865 -2.054 -3.503
103 C 1.899 -0.567 2.349
104 C -2.571 -4.600 1.659
105 C 0.442 4.797 0.475
106 H 1.238 0.268 -4.453
107 C 0.172 3.448 0.309
108 H -2.136 2.781 -5.050
109 C -1.045 3.033 -0.230
110 H -0.292 6.803 0.239
111 N 2.443 -1.579 0.159
112 N -0.537 0.932 -2.006
113 C -0.122 -4.097 3.361

Forces on atoms 1 to 2 (eV/Å):
C 0.0 0.0 0.0
P 0.0 0.0 0.0



5.
Density functional theory data (ωB97M-V with the def2-TZVPD basis set) for a structure of composition C26H53N3O6PdS4 at a distorted geometry.

- relative energy (zero: lowest compared OMol25 entry of this formula, charge and spin) (eV) = 1.136
- highest occupied orbital energy (spin up / spin down) (eV) = -8.05 / -7.98
- spin multiplicity = 3
- net charge = 0
- maximum force (Eh/bohr) = 0.0519

CARTESIAN COORDINATES (ANGSTROEM)
1 C -1.785 1.732 -6.304
2 C -1.485 -6.300 -1.536
3 H 5.040 2.300 -0.856
4 C -2.630 1.371 -5.289
5 H 3.413 2.299 -0.320
6 H -0.058 7.263 0.709
7 H -0.564 3.507 -3.862
8 N 3.553 0.726 2.011
9 C -2.275 2.169 -4.145
10 H 5.676 0.486 1.639
11 H -1.047 -0.844 1.961
12 C -1.346 -5.175 -0.717
13 H -0.591 3.701 0.285
14 H 5.405 -4.116 2.015
15 H -4.187 -5.343 0.829
16 C 2.754 1.557 2.711
17 H -0.417 1.403 -0.179
18 O 1.278 4.685 -1.395
19 H -0.283 3.189 -6.418
20 C -2.577 1.911 3.347
21 S -3.750 1.306 2.127
22 C -1.109 2.811 -4.482
23 H -3.148 2.384 4.145
24 C 3.629 2.381 3.454
25 C 0.739 6.524 0.567
26 H 1.163 1.293 -3.103
27 S 0.219 5.640 -0.959
28 H -1.118 -8.453 -1.040
29 S 3.541 1.401 -2.552
30 H 1.566 -3.274 1.863
31 O 3.562 0.101 -1.750
32 C 1.805 2.051 -2.650
33 H -1.182 0.883 -1.608
34 H -1.706 1.509 -7.356
35 C 4.035 2.559 -1.179
36 H -1.985 2.732 2.932
37 O -5.200 -3.103 2.513
38 C -0.605 -0.773 -0.303
39 H -2.118 0.637 -0.099
40 H -3.386 0.604 -5.316
41 H 1.953 2.872 -3.348
42 N -0.900 2.672 -5.822
43 H 3.708 -4.203 0.641
44 S -4.018 -3.150 1.591
45 H 3.292 -0.015 1.376
46 C 5.055 -3.106 1.817
47 O 3.464 -2.164 0.335
48 H -2.845 2.160 -3.232
49 H 1.682 1.547 2.796
50 H -5.463 -4.272 -0.008
51 C 4.935 2.074 3.021
52 H 5.783 2.655 3.354
53 C -4.436 -4.408 0.330
54 C 3.630 -3.251 1.182
55 H -2.704 2.659 0.613
56 H -4.991 -1.019 0.627
57 O -5.144 1.268 2.742
58 H 3.345 2.999 4.290
59 H -1.507 4.981 0.731
60 H -1.410 -4.140 -1.015
61 C -0.275 -0.963 1.187
62 H 4.913 -2.368 2.607
63 C -1.235 -7.416 -0.775
64 H 2.547 -4.405 2.710
65 C 4.881 0.999 2.148
66 H -0.653 -5.118 1.440
67 H -3.859 -4.412 -0.596
68 C -1.008 4.607 -0.168
69 H -4.298 2.276 0.061
70 H 1.399 2.259 -1.668
71 H -1.418 -1.408 -0.680
72 C -0.942 -5.598 0.520
73 H 3.799 3.587 -1.441
74 H 0.734 5.877 1.442
75 H 0.041 -1.984 1.404
76 H -4.105 3.560 1.395
77 O 0.564 -1.036 -1.006
78 C -1.119 0.646 -0.544
79 H -4.175 -2.035 -0.543
80 Pd 2.503 -1.819 -1.522
81 C -4.136 -1.683 0.485
82 C -3.751 2.647 0.924
83 H 2.719 -2.689 3.093
84 H 0.450 -0.185 1.436
85 H -3.307 -1.044 0.773
86 C 2.568 -3.401 2.280
87 H -1.885 1.127 3.637
88 H 1.635 7.134 0.478
89 H -1.777 4.346 -0.892
90 H -1.677 -6.294 -2.598
91 H -0.303 -7.466 1.167
92 H 5.726 -2.653 1.087
93 N -0.811 -6.979 0.454

Forces on atoms 1 to 2 (eV/Å):
C 0.2 0.6 -0.3
C -0.4 -0.7 -0.5



6.
Density functional theory data (ωB97M-V with the def2-TZVPD basis set) for the molecule C8H14O5S2 at a distorted geometry.

- highest occupied orbital energy (spin up / spin down) (eV) = -6.20 / -10.14
- spin multiplicity = 3
- net charge = 0
- maximum force (Eh/bohr) = 0.1261

CARTESIAN COORDINATES (ANGSTROEM)
1 C -0.995 -0.535 0.099
2 H 0.123 -1.011 -3.654
3 H 0.405 0.313 -2.464
4 S -0.960 1.895 -0.351
5 H 1.778 1.952 0.210
6 O -1.943 2.761 0.224
7 H -0.241 0.194 4.431
8 H 1.967 1.476 1.855
9 O -0.077 -1.512 -0.283
10 H 1.556 -1.587 -1.575
11 C -0.090 -0.579 -2.585
12 H -1.823 0.409 -3.112
13 H 0.214 -2.756 -1.959
14 O -0.110 2.481 -1.347
15 C 0.446 -1.624 -1.580
16 H -2.134 -1.178 -2.352
17 C 0.196 0.142 3.515
18 S -0.838 1.469 2.514
19 H 1.211 0.631 3.572
20 C -0.034 1.142 0.936
21 H -2.653 0.407 -0.304
22 C 1.413 1.253 0.946
23 O -2.188 1.107 2.508
24 H -1.384 -1.059 1.026
25 H 1.916 0.383 0.645
26 O -0.366 2.740 2.991
27 C -1.701 0.306 -0.892
28 H 0.101 -0.864 2.942
29 C -1.620 -0.177 -2.281

Forces on atoms 1 to 2 (eV/Å):
C -1.0 -6.3 -1.0
H -0.8 1.0 1.9